(1)
The following is a quantum chemistry calculation of a cluster of 7 separate species, C41H64F6N2O27PS2 in total at a distorted geometry, from the OMol25 dataset.

```
! RIJCOSX wB97M-V def2-TZVPD def2/J DEFGRID3
* xyz 1 1
S 1.644 -1.593 -3.030
S 1.634 -4.437 1.746
P 0.258 -1.801 -1.747
F -3.130 -4.829 5.989
F 4.529 6.204 5.043
F -5.995 4.747 -1.050
F 5.786 1.853 10.830
F -1.633 -6.096 0.202
F 3.970 -4.982 -7.527
O 2.183 -4.727 0.129
O 2.023 3.631 2.433
O -1.902 -1.081 0.853
O -3.416 3.913 -4.567
O -5.505 4.833 -4.428
O -4.373 4.332 -2.537
O 3.040 5.267 3.657
O 5.152 -1.895 -8.386
O 4.043 2.376 7.940
O -4.529 -1.714 6.027
O -3.249 -0.667 4.446
O -3.260 -4.769 -0.579
O -3.376 -5.573 -2.688
O 6.322 -2.413 -10.281
O 0.355 0.339 -5.318
O 1.748 -5.791 2.526
O 4.159 3.180 10.049
O 5.352 -4.054 -9.025
O 3.417 3.096 4.166
O 1.699 -0.462 -7.226
O -4.583 -3.717 -2.113
O 2.513 -3.418 2.512
O 2.998 -0.693 -0.173
O 5.373 -1.053 -0.613
O -2.783 -2.806 5.095
O -0.261 2.649 5.544
O 2.837 4.232 8.515
N -3.659 -1.367 -0.606
N -0.982 0.818 -1.258
C -1.263 -0.628 -1.691
C -0.869 -0.177 1.253
C -5.432 5.197 -2.193
C 3.616 3.341 8.810
C 4.267 3.877 4.982
C 2.446 0.627 -0.540
C -4.557 -3.044 6.505
C -2.358 1.494 -1.006
C -1.436 -1.402 -4.441
C -2.073 -0.994 -3.017
C -6.376 5.065 -3.339
C -0.161 -3.838 1.573
C 3.612 5.215 4.945
C 4.351 -2.670 -7.517
C -0.306 0.898 0.132
C 0.182 -1.130 2.053
C -3.499 -1.647 5.129
C -2.165 -1.389 -0.492
C -1.450 2.258 -3.499
C 0.948 0.524 -6.671
C -3.161 -3.505 6.259
C -0.935 -0.311 -5.516
C 0.790 1.893 -7.582
C 1.784 3.407 -2.311
C 0.172 3.195 -1.899
C 1.250 1.219 0.332
C 5.663 -2.759 -9.315
C 4.418 -0.592 0.234
C 2.765 3.970 3.340
C 4.924 -4.036 -7.682
C -1.644 0.635 2.511
C -0.423 1.354 4.819
C -2.394 -6.323 -2.002
C -2.741 -6.080 -0.573
C 5.025 1.626 8.626
C 4.678 1.869 10.055
C -0.431 -2.577 2.585
C -3.804 -4.609 -1.818
C -0.433 1.733 -2.314
C -4.352 4.322 -3.900
C -0.792 1.791 3.250
H -3.048 -0.343 -3.254
H -2.095 3.215 -3.181
H -6.968 5.970 -3.496
H 0.166 2.741 -7.055
H 0.705 2.737 5.826
H -1.716 0.554 -5.781
H 4.427 -2.309 -6.487
H 0.844 -2.101 -0.470
H -0.393 -3.642 0.447
H -0.832 -0.898 -6.555
H 0.330 1.679 -8.662
H 3.930 1.179 10.459
H -1.938 -2.560 -0.634
H 5.772 -4.250 -7.022
H -0.793 1.930 0.539
H -0.298 4.136 -2.468
H 0.177 2.167 2.717
H -1.400 -5.948 -2.266
H 4.693 -0.170 1.307
H 1.987 4.436 -2.830
H 4.322 3.468 5.995
H 5.274 3.886 4.552
H 1.455 2.406 0.343
H -1.544 -2.499 2.984
H 4.968 0.567 8.359
H -2.451 -7.382 -2.269
H -4.825 -3.075 7.564
H 2.494 3.335 -1.385
H 2.113 2.555 -3.062
H -5.298 -3.618 5.938
H -2.828 1.209 0.053
H 3.305 -2.608 -7.835
H 0.201 -2.834 3.567
H 6.019 2.002 8.361
H -2.294 2.659 -0.926
H -2.718 0.993 2.214
H -0.822 -4.740 1.990
H -4.088 -0.648 -1.187
H -2.353 -1.895 -5.049
H 1.555 1.024 1.474
H 2.831 5.354 5.700
H -0.379 -3.087 -2.112
H -7.056 4.213 -3.231
H -0.685 -2.333 -4.424
H 3.391 1.347 -0.358
H 1.901 2.266 -7.799
H 0.519 0.663 4.878
H -3.188 1.210 -1.760
H -0.751 2.651 -4.378
H 0.534 -0.593 3.063
H -2.462 -3.273 7.070
H 1.184 -1.382 1.518
H -5.045 6.211 -2.045
H -2.582 -2.066 -2.786
H -3.489 -6.770 -0.169
H -0.030 3.502 -0.761
H -4.047 -2.295 -0.954
H 2.220 0.775 -1.674
H -1.402 0.862 5.236
H -1.816 -0.233 3.315
H -1.507 2.740 3.369
H 0.437 1.152 -2.857
H 1.382 -5.101 -0.362
H -2.227 1.532 -3.919
*
```

Output
- gap between HOMO and LUMO (eV) = 8.79


(2)
The following is a quantum chemistry calculation of a structure of composition C41H65As3F5N5SSbSi3W at a distorted geometry, from the OMol25 dataset.

```
! RIJCOSX wB97M-V def2-TZVPD def2/J DEFGRID3
* xyz 1 3
W 0.565 -0.009 0.076
Sb -0.281 2.586 1.955
As 0.652 -2.613 0.675
As 1.647 -5.306 -3.945
As 3.093 -0.878 -0.893
S 0.389 -0.786 -2.319
Si 1.613 0.408 3.460
Si -1.408 3.456 -1.006
Si -3.400 3.654 1.344
F 1.949 -0.052 -4.750
F -2.350 0.420 -2.850
F -1.524 1.888 -7.206
F -3.219 1.541 -5.112
F 1.061 1.100 -6.990
N 3.904 2.842 0.795
N -1.607 0.118 -0.079
N -0.730 -1.669 3.058
N 6.171 2.625 1.778
N 2.060 1.323 0.446
C -2.034 2.534 0.572
C -1.947 1.162 -5.013
C 1.140 -0.371 5.085
C -2.896 -2.023 4.010
C 0.122 0.427 2.211
C 3.219 -2.452 -2.021
C -0.161 0.168 -3.696
C -2.468 1.152 0.159
C 2.748 -3.763 -1.383
C -3.842 0.931 -0.067
C 3.719 -4.148 -0.259
C 2.207 2.124 3.925
C -4.506 2.791 2.579
C -1.476 0.587 -3.849
C -2.124 -1.048 -0.528
C -0.995 -3.650 0.754
C 0.675 0.354 -4.790
C -4.346 -0.272 -0.478
C 5.118 2.717 1.314
C 1.649 -3.430 2.109
C -1.028 -0.398 2.765
C 2.997 2.010 0.646
C -2.316 0.074 3.020
C -3.252 -0.736 3.635
C 4.813 -0.858 0.005
C -1.148 2.878 3.922
C -0.992 5.230 -0.678
C 3.559 0.521 -2.155
C 3.156 -0.474 2.852
C 1.282 -3.546 -4.720
C 0.229 0.935 -5.966
C -3.454 -1.303 -0.715
C -4.548 4.349 0.033
C -2.609 5.138 2.182
C 2.854 -4.896 -2.436
C -1.087 1.337 -6.081
C -1.620 -2.439 3.680
C 1.300 -3.690 -0.865
C -2.609 3.323 -2.423
C -0.104 -5.596 -3.106
C 0.212 2.650 -1.541
H -3.999 2.427 3.471
H -5.459 4.701 0.528
H 2.657 -2.227 -2.924
H -1.518 5.132 2.197
H -0.788 -4.520 1.374
H -3.580 -2.680 4.529
H 0.804 -2.868 -4.012
H -1.824 -3.092 1.177
H -1.849 5.836 -0.383
H 0.619 -3.697 -5.572
H -4.849 3.645 -0.743
H -0.616 -4.669 -2.851
H 1.076 3.150 -1.109
H 3.800 -3.372 0.496
H -3.763 -2.274 -1.075
H 1.475 2.666 4.529
H 0.997 -4.697 -0.572
H 4.238 0.106 -2.899
H -2.204 3.119 3.916
H -4.246 -0.355 3.840
H -0.589 5.657 -1.602
H 0.229 1.591 -1.222
H 3.102 1.991 4.542
H 1.174 -3.159 3.048
H -4.520 1.754 0.084
H 3.556 -1.096 3.659
H -0.711 -6.139 -3.830
H 0.324 2.610 -2.626
H 1.590 -4.501 1.931
H 2.676 0.914 -2.646
H -1.293 -3.449 3.914
H -0.979 1.988 4.523
H -0.007 -6.223 -2.220
H 5.552 -1.058 -0.768
H 3.825 -4.802 -2.933
H 2.899 -5.855 -1.909
H 0.391 0.219 5.625
H -3.263 4.195 -2.466
H -1.249 -3.977 -0.253
H -5.410 -0.399 -0.638
H -0.227 5.323 0.097
H -2.585 1.082 2.754
H 4.898 -1.590 0.802
H -2.915 6.054 1.671
H 4.996 0.129 0.424
H -1.430 -1.814 -0.804
H 4.720 -4.309 -0.668
H 2.045 -0.396 5.701
H -3.240 2.436 -2.368
H 0.762 -1.387 4.988
H -2.054 3.282 -3.365
H 4.273 -2.538 -2.297
H 0.649 -3.390 -1.683
H 4.067 1.319 -1.617
H 3.407 -5.071 0.234
H -0.612 3.723 4.357
H 2.683 -3.118 2.129
H -5.233 3.541 2.906
H 2.984 -1.114 1.989
H -4.099 5.211 -0.465
H 2.208 -3.102 -5.088
H 3.936 0.245 2.585
H 2.487 2.766 3.088
H -2.944 5.216 3.219
H -5.070 1.958 2.156
*
```

Output
- gap between HOMO and LUMO (alpha / beta) (eV) = 6.72 / 6.90
- energy above the lowest of the compared OMol25 structures with the same formula, charge and spin (kJ/mol) = 0.0
- <S²> = 2.023


(3)
The following is a quantum chemistry calculation of a structure of composition C41H65N6O8PS2V, from the OMol25 dataset.

```
! RIJCOSX wB97M-V def2-TZVPD def2/J DEFGRID3
* xyz -2 4
V -0.530 0.202 0.291
S -1.092 -3.352 2.962
S -1.505 2.841 -0.972
P 2.156 -0.681 -3.076
O -0.093 2.532 -0.853
O 1.639 2.301 2.988
O 3.018 -0.058 2.336
O 2.479 0.334 -2.044
O 1.240 -0.642 1.104
O -0.903 -1.249 -1.318
O -1.994 3.222 -2.275
O -0.131 1.427 1.953
N -1.823 -0.880 3.506
N -4.361 2.459 -0.505
N 0.279 -1.579 4.319
N -3.941 0.416 0.665
N -2.207 1.541 -0.339
N -2.603 7.366 2.745
C 2.121 -3.685 -0.258
C 1.113 1.435 2.297
C -1.355 5.361 2.160
C 5.618 -0.525 -3.048
C -5.234 0.302 0.872
C 6.219 0.505 -4.022
C -2.358 6.283 1.872
C 1.773 -2.444 6.991
C -1.832 4.193 0.126
C 1.888 -2.337 -2.355
C -0.870 1.479 -4.886
C 1.990 -3.562 -3.291
C -2.023 0.392 4.190
C 0.594 -0.279 -3.921
C -5.646 2.316 -0.247
C 5.308 0.728 -5.239
C -3.509 0.668 4.383
C -0.856 -1.810 3.636
C -3.525 1.489 -0.060
C -1.088 4.316 1.293
C 1.701 -0.936 7.222
C 0.642 -0.217 6.390
C -2.828 5.109 -0.178
C -1.539 -1.499 -0.262
C -6.172 1.228 0.430
C 3.480 -0.795 -4.358
C 4.730 -1.512 -3.803
C 0.823 -0.346 4.875
C -0.857 0.856 -6.299
C 1.672 -4.850 -1.165
C 0.255 -1.125 -5.172
C 3.840 0.635 -4.830
C 1.903 0.148 1.865
C -4.410 -1.635 5.121
C 2.698 -2.514 -1.060
C -4.203 -0.161 5.465
C -2.512 -2.653 -0.322
C 0.187 -0.262 -6.431
C 2.406 -4.811 -2.505
C 0.453 1.231 -4.171
C -3.088 6.155 0.693
H -2.319 7.168 3.693
H -0.333 3.580 1.539
H 1.831 -5.809 -0.665
H -0.131 -0.516 -3.138
H 5.295 -1.957 -4.631
H -7.230 1.119 0.621
H 1.283 -3.322 0.342
H -3.563 7.675 2.725
H -1.668 1.037 -4.283
H 0.901 -2.367 4.252
H 1.175 0.175 -6.610
H 4.444 -2.339 -3.156
H -2.023 -3.518 -0.786
H 0.666 0.847 6.643
H 1.009 -3.748 -3.740
H -3.632 -0.075 6.398
H 5.518 -0.022 -6.009
H -4.906 -2.159 5.943
H -1.561 1.201 3.619
H -5.546 -0.572 1.442
H -3.344 -2.345 -0.966
H 0.980 -1.929 -5.323
H 2.197 -2.678 6.014
H 1.505 -0.743 8.282
H 5.515 1.701 -5.693
H 5.006 -0.025 -2.293
H 3.097 -1.368 -5.209
H -2.356 -0.994 2.651
H 2.405 -2.925 7.742
H -3.474 -2.146 4.902
H 0.781 -2.900 7.034
H -0.649 1.625 -7.050
H 7.206 0.175 -4.362
H -3.863 6.878 0.459
H -6.293 3.117 -0.601
H 2.203 -5.707 -3.100
H -0.352 -0.589 6.667
H -1.549 0.347 5.170
H -1.847 0.456 -6.538
H 3.487 -4.796 -2.321
H 2.681 -3.400 -4.124
H 3.192 0.927 -5.659
H -4.019 0.537 3.423
H 0.596 -4.780 -1.361
H 0.493 1.755 -3.215
H 1.883 -0.309 4.613
H -5.180 0.291 5.668
H -0.034 -0.884 -7.304
H -3.609 1.729 4.632
H 2.641 -1.609 -0.458
H 1.276 1.621 -4.778
H 0.388 0.505 4.368
H 6.412 -1.051 -2.515
H -3.392 4.985 -1.092
H -5.041 -1.736 4.234
H 2.873 -4.032 0.456
H -0.710 -1.622 -5.024
H -1.093 2.546 -4.930
H 6.368 1.454 -3.500
H 0.848 -2.240 -2.030
H 3.652 1.340 -4.015
H 3.757 -2.685 -1.279
H -2.887 -2.923 0.663
H -0.777 5.452 3.074
H 2.677 -0.492 7.003
*
```

Output
- gap between HOMO and LUMO (alpha / beta) (eV) = 5.23 / 6.50
- energy above the lowest of the compared OMol25 structures with the same formula, charge and spin (kJ/mol) = 52.3
- <S²> = 3.762


Number 1: energy -149058.5023 eV. Number 2: energy -289950.9692 eV. Number 3: energy -125546.1233 eV.